# 1
Formula: C18H52AlBrIN21O11P
Source: the Open Molecules 2025 dataset
Level of theory: ωB97M-V with the def2-TZVPD basis set

Last column: Mulliken charge in e.
CARTESIAN COORDINATES (ANGSTROEM)
C (-4.651, -0.075, 2.468)  -1.104
C (-4.048, -0.576, 1.131)  -0.636
C (-2.668, 0.023, 0.874)  -0.650
I (-2.243, -0.203, -1.260)  -0.119
Al (-1.157, -0.897, 1.862)  -0.389
C (-1.546, -1.100, 3.864)  0.831
C (-1.422, 0.021, 4.676)  -0.175
C (-1.621, -0.072, 6.047)  -0.427
C (-1.936, -1.332, 6.527)  -0.716
C (-2.073, -2.371, 5.637)  -0.433
N (-1.903, -2.335, 4.312)  -0.611
P (0.755, 0.542, 1.664)  0.218
O (1.676, 0.251, 3.058)  -0.478
Br (0.021, 2.691, 1.949)  -0.406
H (-3.947, 0.607, 2.939)  0.284
H (-5.589, 0.432, 2.270)  0.476
H (-4.889, -0.925, 3.103)  0.202
H (-4.717, -0.213, 0.346)  0.456
H (-4.076, -1.661, 1.050)  0.398
H (-2.723, 1.092, 1.070)  0.613
H (-0.731, -2.308, 1.236)  -0.324
H (-1.165, 0.973, 4.227)  0.484
H (-1.517, 0.760, 6.731)  0.406
H (-2.075, -1.509, 7.583)  0.349
H (-2.337, -3.334, 6.053)  0.547
H (1.248, 0.713, 3.788)  0.279
C (0.300, -3.383, -3.882)  0.654
O (0.998, -3.757, -4.821)  -0.708
N (-0.405, -2.221, -3.909)  -0.233
N (0.177, -4.104, -2.733)  -0.367
H (-0.985, -1.915, -3.147)  0.044
H (-0.334, -1.655, -4.733)  0.116
H (0.688, -4.963, -2.672)  0.205
H (-0.380, -3.808, -1.951)  0.157
C (5.174, -1.170, 0.221)  0.510
O (6.228, -1.797, 0.119)  -0.719
N (4.735, -0.684, 1.426)  -0.275
N (4.361, -0.893, -0.818)  -0.170
H (3.880, -0.168, 1.531)  0.157
H (5.299, -0.869, 2.233)  0.180
H (4.641, -1.220, -1.722)  0.137
H (3.505, -0.371, -0.741)  0.207
C (2.787, 1.454, -3.366)  0.480
O (2.928, 0.871, -2.306)  -0.628
N (1.600, 1.492, -4.035)  -0.207
N (3.822, 2.118, -3.964)  -0.296
H (1.469, 1.965, -4.913)  0.136
H (0.825, 1.015, -3.613)  0.114
H (4.705, 2.116, -3.481)  0.245
H (3.735, 2.604, -4.836)  0.113
C (0.230, 2.269, -7.756)  0.666
O (1.191, 2.739, -7.149)  -0.737
N (-0.870, 3.028, -8.026)  -0.360
N (0.204, 0.985, -8.185)  -0.281
H (-1.673, 2.683, -8.515)  0.143
H (-0.856, 3.989, -7.716)  0.221
H (1.003, 0.411, -7.994)  0.190
H (-0.566, 0.576, -8.675)  0.141
C (6.949, 2.695, -0.564)  0.569
O (6.079, 2.521, -1.396)  -0.598
N (7.192, 1.830, 0.464)  -0.313
N (7.775, 3.795, -0.597)  -0.409
H (7.917, 1.974, 1.140)  0.152
H (6.619, 1.006, 0.543)  0.262
H (7.629, 4.454, -1.337)  0.217
H (8.500, 3.965, 0.072)  0.145
C (1.185, 6.499, -7.561)  0.627
O (-0.007, 6.226, -7.560)  -0.649
N (1.640, 7.747, -7.909)  -0.404
N (2.145, 5.599, -7.226)  -0.271
H (2.609, 7.999, -7.919)  0.154
H (0.953, 8.431, -8.162)  0.223
H (1.828, 4.678, -6.967)  0.211
H (3.125, 5.803, -7.228)  0.153
C (0.762, -2.679, -9.171)  0.579
O (0.761, -1.474, -8.950)  -0.627
N (0.839, -3.599, -8.178)  -0.300
N (0.687, -3.182, -10.443)  -0.400
H (0.842, -4.588, -8.334)  0.146
H (0.898, -3.261, -7.227)  0.190
H (0.631, -2.522, -11.195)  0.223
H (0.687, -4.162, -10.651)  0.160
C (-6.392, 1.231, 5.411)  0.680
O (-7.250, 0.721, 4.717)  -0.638
N (-5.287, 0.554, 5.848)  -0.224
N (-6.465, 2.539, 5.821)  -0.411
H (-4.573, 0.963, 6.420)  0.134
H (-5.186, -0.404, 5.557)  0.073
H (-7.260, 3.069, 5.519)  0.223
H (-5.770, 2.982, 6.390)  0.153
C (1.102, -3.540, 7.226)  0.604
O (0.092, -4.146, 6.924)  -0.584
N (2.196, -4.167, 7.776)  -0.416
N (1.239, -2.195, 7.040)  -0.302
H (3.041, -3.691, 8.027)  0.142
H (2.130, -5.156, 7.920)  0.228
H (0.460, -1.706, 6.631)  0.214
H (2.068, -1.684, 7.275)  0.153
C (-5.424, -2.892, 8.191)  0.632
O (-4.800, -3.311, 7.236)  -0.594
N (-6.020, -1.662, 8.176)  -0.308
N (-5.568, -3.607, 9.354)  -0.416
H (-6.532, -1.276, 8.945)  0.142
H (-5.919, -1.126, 7.333)  0.186
H (-5.135, -4.510, 9.390)  0.238
H (-6.075, -3.275, 10.150)  0.144

Net charge ... -1

=====

# 2
Formula: C18H52ClN4O10
Source: the Open Molecules 2025 dataset
Level of theory: ωB97M-V with the def2-TZVPD basis set

Last column: Mulliken charge in e.
CARTESIAN COORDINATES (ANGSTROEM)
Cl (-0.849, 1.153, 1.378)  1.706
O (-0.423, 1.816, 2.572)  -0.680
O (-0.764, 2.065, 0.263)  -0.644
O (0.017, 0.023, 1.129)  -0.499
O (-2.226, 0.671, 1.498)  -0.785
O (-1.966, -1.279, 4.557)  -0.579
H (-1.766, -0.462, 4.077)  0.288
H (-2.260, -0.986, 5.425)  0.262
C (3.308, -1.942, -1.847)  -1.723
C (1.796, -2.185, -1.834)  2.358
C (1.124, -1.677, -3.100)  -0.528
O (1.117, -0.268, -3.235)  -0.491
C (0.182, 0.275, -2.298)  0.253
N (1.569, -3.629, -1.660)  -0.785
H (3.560, -0.883, -1.748)  0.178
H (3.764, -2.204, -2.812)  0.369
H (3.835, -2.516, -1.087)  0.461
H (1.459, -1.654, -0.942)  -1.271
H (0.078, -1.997, -3.157)  0.162
H (1.625, -2.117, -3.967)  0.380
H (0.492, -0.005, -1.290)  -0.191
H (-0.767, -0.249, -2.471)  0.117
H (0.088, 1.350, -2.378)  -0.016
H (0.554, -3.774, -1.610)  0.320
H (1.902, -4.069, -2.517)  0.358
C (2.150, 2.117, 4.970)  -1.324
C (3.463, 1.467, 4.573)  0.325
C (3.268, 0.707, 3.258)  0.015
O (4.395, -0.136, 3.032)  -0.479
C (4.281, -0.691, 1.740)  -0.300
N (4.513, 2.461, 4.502)  -0.799
H (2.185, 2.719, 5.877)  0.392
H (1.387, 1.339, 5.051)  0.341
H (1.760, 2.795, 4.203)  0.193
H (3.757, 0.719, 5.319)  0.291
H (3.211, 1.444, 2.446)  -0.050
H (2.405, 0.034, 3.270)  0.310
H (5.096, -1.349, 1.447)  0.380
H (4.222, 0.120, 1.004)  -0.024
H (3.335, -1.247, 1.717)  0.253
H (5.343, 2.057, 4.067)  0.323
H (4.257, 3.192, 3.837)  0.267
C (-2.231, -2.289, 2.226)  -1.220
C (-1.416, -3.025, 1.160)  0.236
C (-1.994, -2.631, -0.193)  -0.028
O (-1.357, -3.316, -1.256)  -0.357
C (-2.064, -3.426, -2.453)  -0.900
N (-0.013, -2.636, 1.294)  -0.874
H (-1.944, -2.619, 3.221)  0.399
H (-3.289, -2.508, 2.063)  0.432
H (-2.105, -1.209, 2.129)  -0.254
H (-1.556, -4.105, 1.257)  0.351
H (-1.863, -1.547, -0.344)  -0.195
H (-3.083, -2.790, -0.239)  0.527
H (-2.362, -2.437, -2.834)  0.220
H (-2.977, -4.014, -2.314)  0.311
H (-1.460, -3.850, -3.253)  0.348
H (0.535, -2.939, 0.493)  0.301
H (0.043, -1.617, 1.279)  0.642
C (-4.957, 0.066, -1.220)  -1.221
C (-4.843, 1.384, -1.967)  0.309
C (-3.391, 1.630, -2.384)  0.069
O (-3.280, 2.647, -3.364)  -0.472
C (-2.010, 3.289, -3.324)  -0.650
N (-5.737, 1.372, -3.173)  -0.829
H (-5.981, -0.113, -0.897)  0.405
H (-4.260, 0.033, -0.379)  0.152
H (-4.709, -0.739, -1.917)  0.280
H (-5.146, 2.223, -1.330)  0.354
H (-2.981, 0.674, -2.745)  -0.017
H (-2.850, 1.877, -1.463)  0.141
H (-1.270, 2.629, -3.787)  0.267
H (-1.740, 3.659, -2.335)  0.258
H (-2.108, 4.153, -3.990)  0.349
H (-6.410, 2.122, -3.022)  0.292
H (-5.213, 1.790, -3.939)  0.335
C (2.793, 2.080, -0.869)  0.089
C (2.337, 3.479, -0.565)  -0.435
O (2.067, 3.586, 0.819)  -0.584
H (1.941, 1.441, -0.609)  -0.380
H (3.579, 1.693, -0.221)  0.060
H (3.000, 1.884, -1.924)  0.421
H (1.419, 3.653, -1.142)  0.124
H (3.039, 4.278, -0.804)  0.367
H (1.367, 2.964, 1.058)  0.239

Relative energy (zero: lowest compared OMol25 entry of this formula, charge and spin) ... 143.3 kJ/mol
Net charge ... -1

=====

no.,HOMO-LUMO gap (eV),energy (Eh)
1,6.43,-6150.646782
2,8.67,-2148.367263